(1)
ORCA calculation (ωB97M-V/def2-TZVPD) on a structure of composition C29H36CoFGeIN4O7Se.

Element x y z (Å)
Co -3.1374 1.2375 1.0166
O -6.3550 2.2614 3.7918
C -5.5504 1.5034 3.0472
O -5.7060 1.3455 1.8625
C -4.4587 0.8229 3.7883
C -4.2954 0.9033 5.1567
C -3.2231 0.2401 5.7240
C -2.3797 -0.4850 4.9096
C -2.5951 -0.4943 3.5361
N -3.6211 0.1630 2.9773
C -1.5863 -1.1776 2.6019
O -0.6593 -1.8108 3.1181
O -1.7867 -0.9372 1.3877
H -6.9688 2.7225 3.2063
H -4.9903 1.4795 5.7499
H -3.0428 0.3008 6.7891
H -1.5196 -1.0130 5.2962
F 1.3456 -2.3447 -1.7777
C 1.6237 -1.3419 -0.9094
C 0.6000 -0.5738 -0.4294
C 0.8472 0.4124 0.5188
C -0.2636 1.2551 0.9426
O -1.2659 1.3528 0.2315
C -0.0542 1.9031 2.2038
C 1.1973 1.9770 2.6967
N 2.3256 1.4759 2.0846
C 3.5741 1.8737 2.6908
C 4.8574 2.1151 1.9551
C 4.7529 0.9806 2.9457
C 2.1473 0.6024 1.0263
C 3.1840 -0.1149 0.4197
C 2.9422 -1.0996 -0.5317
N 4.0607 -1.7541 -1.1161
C 3.9477 -2.5525 -2.3251
C 5.3540 -2.5648 -2.9850
N 6.1086 -1.4220 -2.3869
C 6.4690 -1.7274 -0.9693
C 5.1615 -2.2254 -0.3002
C -1.1870 2.4590 3.0768
O -0.8664 2.8529 4.2021
O -2.3458 2.4315 2.5768
H -0.4272 -0.7550 -0.7224
H 1.3325 2.4726 3.6491
H 3.3741 2.5821 3.4789
H 5.4297 2.9871 2.2399
H 4.9054 1.9068 0.8960
H 5.2638 1.0870 3.8925
H 4.7166 -0.0418 2.5997
H 4.2082 0.0633 0.6997
H 3.2248 -2.0953 -2.9941
H 3.6218 -3.5787 -2.1289
H 5.2866 -2.4355 -4.0622
H 5.8989 -3.4830 -2.7756
H 5.4101 -0.6695 -2.3099
H 6.9101 -1.1334 -2.9414
H 6.8344 -0.8108 -0.5084
H 7.2568 -2.4774 -0.9485
H 5.0895 -1.8498 0.7150
H 5.1652 -3.3207 -0.2469
C -4.1715 -1.5146 -4.6852
Ge -2.8595 -0.1075 -4.2460
C -1.0742 -0.9344 -4.0552
C -2.8648 1.3144 -5.6239
C -3.2977 0.8254 -2.5712
Se -3.6808 -0.3196 -1.0282
C -5.6222 -0.2946 -1.2333
H -3.8258 -2.1062 -5.5337
H -5.1382 -1.0807 -4.9413
H -4.3016 -2.1778 -3.8295
H -0.7815 -1.4710 -4.9588
H -1.0920 -1.6395 -3.2231
H -0.3252 -0.1695 -3.8414
H -2.5709 0.9621 -6.6129
H -2.1877 2.1140 -5.3216
H -3.8692 1.7337 -5.6904
H -4.1454 1.4959 -2.6976
H -2.4430 1.4346 -2.2752
H -5.9010 -0.5737 -2.2472
H -5.9768 0.7070 -0.9946
H -6.0267 -1.0080 -0.5187
I -3.9851 3.3295 -0.2036

Results
**Largest force on an atom**: 1.026 eV Å⁻¹
**Spin multiplicity**: 4
**Molecular weight**: 909.03 g/mol
**ΔE to the lowest compared entry with this formula, charge and spin**: 0.0000 eV
**LUMO level (spin up / spin down)**: -1.6 / -1.6 eV
**E_tot**: -8131.05480 Ha

Löwdin atomic charge list, values in e, 4 entries: number 1, Co, carries 0.244; number 2, O, carries 0.134; number 3, C, carries -0.476; number 4, O, carries 0.023



(2)
ORCA calculation (ωB97M-V/def2-TZVPD) on the ion C29H36N3O2 with charge +1.

Element x y z (Å)
C -6.1444 4.4614 1.6528
O -6.2410 3.0121 1.6340
C -5.0686 2.3339 1.5848
C -5.1369 0.9175 1.5586
C -3.9768 0.1990 1.4979
C -2.7203 0.8435 1.3714
C -1.5800 0.0420 1.0542
C -0.3775 0.5075 0.6153
C 0.7138 -0.4770 0.2107
C 2.0154 0.4777 0.2267
C 3.1658 0.2875 -0.5794
C 4.3575 1.0161 -0.4124
C 4.4025 2.1554 0.4564
O 5.5787 2.8766 0.4992
C 5.7179 4.0443 1.3558
C 3.2398 2.4523 1.2168
C 2.1010 1.6437 1.0303
N 0.7506 -1.5723 -0.7467
C -0.1655 -1.5311 -1.9204
C -0.7341 -0.2099 -2.1383
C 0.1444 0.8110 -2.4988
C -0.3148 2.1187 -2.5886
C -1.6675 2.3988 -2.3715
C -2.5531 1.3635 -2.0777
C -2.1087 0.0443 -2.0537
C 1.0856 -2.9483 -0.5512
N 1.6934 -3.3810 0.5849
C 2.5033 -2.4646 1.3504
C 1.1218 -4.4789 1.4138
N 0.9289 -4.0039 -1.4684
C 1.7347 -5.2455 -1.2720
C 0.0201 -4.3148 -2.6326
C -2.6580 2.2519 1.4895
C -3.8200 2.9933 1.5306
H -7.1796 4.8130 1.6906
H -5.5818 4.7929 2.5437
H -5.6352 4.8229 0.7414
H -6.1209 0.4397 1.5528
H -4.0045 -0.8927 1.4768
H -1.7138 -1.0413 1.1894
H -0.2737 1.6325 0.5496
H 0.6196 -1.1485 1.1598
H 3.1732 -0.5270 -1.2889
H 5.2652 0.7746 -0.9467
H 6.7430 4.3601 1.1767
H 5.0363 4.8553 1.0771
H 5.5968 3.8004 2.4177
H 3.2478 3.3075 1.9292
H 1.2839 1.9157 1.7017
H 0.5089 -1.8071 -2.7307
H -0.9757 -2.2516 -1.7949
H 1.1934 0.5576 -2.6759
H 0.3996 2.9122 -2.7830
H -2.0230 3.4243 -2.4184
H -3.5937 1.5904 -1.8300
H -2.8134 -0.7855 -1.8884
H 3.2422 -2.0000 0.7207
H 1.9219 -1.7266 1.8674
H 2.9677 -3.0562 2.1044
H 0.5636 -5.2089 0.8233
H 1.9840 -4.9650 1.8997
H 0.4431 -4.0650 2.1897
H 2.6671 -5.0004 -0.7246
H 1.1623 -6.0182 -0.6963
H 2.0034 -5.6706 -2.2710
H -1.0348 -4.0876 -2.4156
H 0.3221 -3.8117 -3.5691
H 0.0710 -5.3983 -2.7977
H -1.6930 2.7553 1.5071
H -3.7806 4.0829 1.4908

Results
**Largest force on an atom**: 5.248 eV Å⁻¹
**Molecular weight**: 458.63 g/mol
**Total charge**: +1
**ΔE to the lowest compared entry with this formula, charge and spin**: 2.0819 eV
**LUMO level**: -2.6 eV
**E_tot**: -1441.01181 Ha

natural (NBO) atomic charge list, values in e, 4 entries: number 1, C, carries -0.261; number 2, O, carries -0.484; number 3, C, carries 0.320; number 4, C, carries -0.264



(3)
ORCA calculation (ωB97M-V/def2-TZVPD) on a structure of composition C29H36N8O3Se2SiTe2Zr.

Element x y z (Å)
Zr 0.0463 0.3286 -0.2210
N -0.9748 0.9542 -2.4119
C -0.9230 -0.1985 -3.3043
C -1.1641 0.1262 -4.7743
C -1.2750 -1.0793 -5.7081
C -2.3617 -2.0782 -5.3116
N -1.9358 -2.9041 -4.1786
C -2.6996 -3.2688 -3.1499
N -4.0218 -3.0496 -3.1276
N -2.1645 -3.9468 -2.1359
C 0.3845 -0.9163 -2.9979
O 0.7350 -1.9061 -3.6262
O 1.0354 -0.3994 -2.0020
H -1.9011 1.3617 -2.3499
H -0.3255 1.6791 -2.7070
H -1.7127 -0.8487 -2.9308
H -0.3859 0.8059 -5.1355
H -2.1029 0.6896 -4.8255
H -0.3211 -1.5985 -5.7964
H -1.5269 -0.7160 -6.7072
H -2.5997 -2.7273 -6.1556
H -3.2749 -1.5291 -5.0646
H -0.9294 -2.9067 -4.0177
H -4.4111 -2.3679 -3.7536
H -4.4409 -3.0714 -2.1994
H -1.1646 -3.8828 -1.9981
H -2.6833 -3.9467 -1.2615
C -3.3859 0.2139 4.6019
C -2.3092 -0.5631 5.0173
C -1.1884 -0.6855 4.2191
C -1.1463 -0.0114 2.9987
C -2.2220 0.7483 2.5666
C -3.3408 0.8635 3.3810
N -0.0027 -0.1613 2.1297
N 1.0008 -0.5720 2.7261
C 2.1196 -0.8808 1.9311
C 3.2239 -1.3850 2.5932
C 4.3166 -1.7688 1.8332
C 4.2461 -1.6348 0.4587
C 3.0995 -1.1124 -0.1193
N 2.0507 -0.7421 0.6114
H -4.2657 0.2950 5.2281
H -2.3544 -1.0926 5.9602
H -0.3667 -1.3135 4.5228
H -2.1895 1.2375 1.6087
H -4.1818 1.4535 3.0405
H 3.1976 -1.4723 3.6695
H 5.2020 -2.1707 2.3075
H 5.0703 -1.9258 -0.1775
H 2.9935 -0.9824 -1.1856
Se -0.2024 -2.4364 -0.1246
Te -1.7950 -3.4005 1.4925
Te -4.1421 -2.2296 0.4933
Se -3.0262 -0.3581 -0.6755
C -3.0366 3.7908 -0.6536
Si -1.2876 3.6267 -0.0098
C -0.1174 4.4930 -1.1825
C -1.1433 4.3881 1.6842
O -0.9373 2.0243 0.0887
H -3.4429 4.7846 -0.4435
H -3.6887 3.0452 -0.1907
H -3.0833 3.6426 -1.7375
H -0.4807 5.5028 -1.3986
H -0.0244 3.9677 -2.1381
H 0.8826 4.5660 -0.7512
H -1.3273 5.4658 1.6490
H -0.1376 4.2271 2.0815
H -1.8555 3.9464 2.3860
N 7.8338 6.9318 1.1432
C 6.9663 6.1936 0.9846
C 5.8828 5.2690 0.7862
C 5.3623 4.5650 1.8706
C 4.3225 3.6761 1.6775
C 3.7835 3.4749 0.4017
C 4.3127 4.1905 -0.6769
C 5.3541 5.0795 -0.4887
C 2.7031 2.5579 0.2116
C 1.7719 1.7924 0.0391
H 5.7753 4.7190 2.8582
H 3.9107 3.1275 2.5139
H 3.8948 4.0401 -1.6630
H 5.7614 5.6309 -1.3253

Results
**Largest force on an atom**: 1.171 eV Å⁻¹
**Molecular weight**: 1077.09 g/mol
**ΔE to the lowest compared entry with this formula, charge and spin**: 0.0000 eV
**LUMO level**: -1.4 eV
**E_tot**: -7466.16421 Ha

Löwdin atomic charge list, values in e, 4 entries: number 1, Zr, carries 1.381; number 2, N, carries -0.054; number 3, C, carries -0.348; number 4, C, carries -0.126



Q: ΔE to the lowest compared entry with this formula, charge and spin of number 3 (C29H36N8O3Se2SiTe2Zr)?
A: 0.0000 eV



Q: The lowest largest force on an atom belongs to which entry?
A: C29H36CoFGeIN4O7Se



Q: The highest molecular weight belongs to which entry?
A: C29H36N8O3Se2SiTe2Zr